130
Properties=species:S:1:pos:R:3 method="wB97M-V/def2-TZVPD" e_homo_ha=-0.3483 total_charge=+1 max_force_ha_per_bohr=0.096
Sr 0.137 -0.087 -0.108
C -3.870 3.621 5.492
Ge -2.898 3.734 3.754
C -4.220 3.907 2.299
C -1.710 5.328 3.836
C -1.865 2.034 3.380
Se -1.241 2.005 1.479
C 0.360 3.020 1.837
H -4.392 4.562 5.644
H -3.205 3.470 6.336
H -4.611 2.828 5.485
H -4.712 4.873 2.325
H -4.983 3.139 2.381
H -3.727 3.795 1.338
H -2.270 6.171 4.233
H -1.355 5.601 2.847
H -0.854 5.162 4.485
H -2.536 1.184 3.501
H -1.008 1.885 4.037
H 0.103 4.069 1.967
H 0.997 2.910 0.968
H 0.836 2.619 2.730
O 1.654 -1.468 -1.194
P 2.811 -2.128 -1.850
C 4.184 -2.355 -0.677
C 4.640 -3.580 -0.218
C 5.710 -3.621 0.662
C 6.341 -2.451 1.048
C 5.901 -1.229 0.561
C 4.808 -1.178 -0.282
C 3.610 -1.198 -3.189
C 3.080 -0.001 -3.647
C 3.750 0.710 -4.630
C 4.941 0.226 -5.150
C 5.477 -0.967 -4.684
C 4.811 -1.680 -3.706
C 2.369 -3.767 -2.524
C 1.721 -4.653 -1.666
C 1.275 -5.874 -2.143
C 1.480 -6.218 -3.470
C 2.139 -5.344 -4.318
C 2.580 -4.116 -3.852
H 4.168 -4.492 -0.556
H 6.073 -4.568 1.030
H 7.193 -2.498 1.710
H 6.430 -0.326 0.818
H 4.437 -0.240 -0.674
H 2.171 0.379 -3.202
H 3.352 1.648 -4.989
H 5.461 0.784 -5.914
H 6.414 -1.331 -5.081
H 5.227 -2.605 -3.327
H 1.560 -4.362 -0.634
H 0.777 -6.560 -1.476
H 1.115 -7.160 -3.849
H 2.307 -5.615 -5.348
H 3.073 -3.431 -4.528
C 3.350 1.530 5.010
C 3.877 0.826 3.753
C 4.685 1.802 2.890
C 4.737 -0.388 4.127
C 2.755 0.378 2.953
N 1.868 0.046 2.310
H 4.184 1.864 5.622
H 2.740 0.854 5.605
H 2.750 2.400 4.752
H 5.504 2.217 3.472
H 4.056 2.612 2.533
H 5.093 1.285 2.025
H 5.641 -0.053 4.630
H 5.016 -0.955 3.242
H 4.196 -1.051 4.796
C 1.284 -2.021 5.951
O 0.002 -2.442 5.552
C -0.590 -3.470 6.211
C -0.108 -4.058 7.374
C -0.788 -5.106 7.971
C -1.962 -5.590 7.422
C -2.464 -5.008 6.272
C -1.791 -3.962 5.659
N -2.350 -3.338 4.518
C -1.709 -2.998 3.408
C -0.486 -3.490 2.969
C 0.107 -4.674 3.487
C 1.351 -5.065 3.107
C 2.093 -4.257 2.218
C 1.550 -3.140 1.663
C 0.210 -2.720 1.943
O -0.314 -1.723 1.381
H 1.557 -1.243 5.241
H 2.008 -2.837 5.882
H 1.277 -1.617 6.967
H 0.796 -3.692 7.833
H -0.393 -5.545 8.873
H -2.486 -6.411 7.885
H -3.371 -5.379 5.819
H -3.299 -3.008 4.637
H -2.179 -2.242 2.787
H -0.464 -5.285 4.169
H 1.778 -5.977 3.490
H 3.106 -4.541 1.973
H 2.107 -2.507 0.986
C 0.217 2.577 -3.356
S -0.007 2.041 -1.643
O -0.501 3.177 -0.896
O -0.964 0.938 -1.681
O 1.284 1.555 -1.144
H -0.612 3.234 -3.591
H 0.208 1.704 -3.997
H 1.156 3.110 -3.416
C -2.830 -1.462 -1.738
C -3.623 -2.277 -2.784
N -2.870 -3.464 -3.164
C -1.637 -3.062 -3.823
C -0.874 -2.062 -2.928
N -1.482 -2.018 -1.597
C -1.590 -3.379 -1.071
C -2.538 -4.215 -1.965
H -3.311 -1.480 -0.757
H -2.728 -0.424 -2.046
H -3.809 -1.694 -3.688
H -4.587 -2.605 -2.390
H -1.889 -2.624 -4.792
H -1.048 -3.966 -4.002
H -0.915 -1.052 -3.337
H 0.172 -2.358 -2.836
H -1.957 -3.327 -0.044
H -0.586 -3.803 -1.049
H -3.471 -4.449 -1.447
H -2.075 -5.159 -2.266